This record from the Open Molecules 2025 dataset describes a cluster of 2 separate species, C6H14N3 in total. The level of theory is the ωB97M-V functional and the def2-TZVPD basis.

Each atom is followed by the atoms it is bonded to, with distances in Å.
Cartesian coordinates (Å):
1 C -0.285 -1.198 0.315  N7 1.306, N8 1.300, H10 1.027
2 C 1.966 -0.278 -0.102  C3 1.447, C4 1.522, N7 1.275
3 C 2.937 -0.157 -1.168  C2 1.447, H11 1.052, H12 1.099, H13 1.018
4 C 2.493 0.235 1.231  C2 1.522, H14 1.143, H15 1.152, H16 1.033
5 C -3.468 -0.085 -0.604  C6 1.508, H17 1.024, H18 1.077, H19 1.104
6 C -2.590 -0.401 0.581  C5 1.508, N8 1.420, H20 1.221, H21 1.048
7 N 0.912 -0.993 -0.163  C1 1.306, C2 1.275
8 N -1.241 -0.335 0.141  C1 1.300, C6 1.420
9 N -0.304 1.775 0.022  H22 1.013, H23 1.013
10 H -0.451 -2.165 0.616  C1 1.027
11 H 2.552 -0.154 -2.147  C3 1.052
12 H 3.655 -0.978 -1.301  C3 1.099
13 H 3.517 0.634 -0.898  C3 1.018
14 H 2.743 -0.539 2.032  C4 1.143
15 H 1.799 1.130 1.443  C4 1.152
16 H 3.452 0.594 1.097  C4 1.033
17 H -3.661 0.910 -0.458  C5 1.024
18 H -2.880 -0.288 -1.483  C5 1.077
19 H -4.388 -0.663 -0.800  C5 1.104
20 H -2.857 0.332 1.520  C6 1.221
21 H -2.683 -1.399 0.888  C6 1.048
22 H -1.151 2.301 0.198  N9 1.013
23 H -0.068 1.722 -0.962  N9 1.013

Properties
**⟨S²⟩**: 2.03
**2S+1**: 3
**Energy above the lowest of the compared OMol25 structures with the same formula, charge and spin**: 240.13 kJ/mol
**HOMO-LUMO gap (spin up / spin down)**: 9.3330 / 6.7474 eV
**Total charge**: +1
**E_tot**: -10906.43573 eV